[1]
This record from OMol25 describes 7 unconnected molecules or ions with the total composition C39H51N7O4 in a non-equilibrium geometry. The level of theory is ωB97M-V/def2-TZVPD.

- molecular weight (g mol⁻¹) = 681.88
- HOMO-LUMO gap (eV) = 7.131
- LUMO level (eV) = -1.0
- electronic energy (Eh) = -2200.806580
- SMILES = O=C=NC1=C(CC(=O)c2ccccc2)C(=O)C=CC1=O.CCCC#N.CCCC#N.CCCC#N.CCCC#N.CCCC#N.CCCC#N

```
! RIJCOSX wB97M-V def2-TZVPD def2/J DEFGRID3
* xyz 0 1
O 1.611 3.670 3.156
C 1.470 4.286 2.179
N 1.544 5.202 1.335
C 2.291 4.820 0.172
C 1.824 5.215 -1.035
C 0.527 6.046 -1.166
C -0.672 5.123 -1.536
O -1.751 5.563 -1.825
C -0.388 3.594 -1.469
C -0.625 2.972 -0.210
C -0.394 1.590 -0.030
C 0.118 0.839 -1.127
C 0.352 1.453 -2.375
C 0.092 2.844 -2.562
C 2.544 4.916 -2.347
O 2.113 5.331 -3.400
C 3.841 4.121 -2.316
C 4.291 3.722 -1.119
C 3.589 4.049 0.203
O 4.151 3.686 1.216
H 0.723 6.741 -2.012
H 0.352 6.680 -0.281
H -1.001 3.590 0.618
H -0.611 1.127 0.942
H 0.302 -0.230 -0.974
H 0.755 0.865 -3.208
H 0.279 3.301 -3.545
H 4.381 3.889 -3.246
H 5.238 3.161 -1.075
C -0.534 -3.324 1.089
C 0.580 -4.282 0.690
C 1.977 -3.678 0.857
C 2.121 -2.481 0.007
N 2.231 -1.551 -0.660
H -0.539 -2.433 0.455
H -1.507 -3.805 0.981
H -0.427 -3.008 2.126
H 0.433 -4.586 -0.351
H 0.509 -5.180 1.299
H 2.738 -4.406 0.573
H 2.149 -3.397 1.898
C -5.898 2.638 -3.985
C -4.923 2.559 -5.153
C -3.481 2.306 -4.707
C -3.014 3.402 -3.834
N -2.644 4.252 -3.145
H -5.663 3.472 -3.321
H -6.916 2.790 -4.349
H -5.881 1.715 -3.399
H -4.974 3.491 -5.723
H -5.233 1.755 -5.824
H -2.823 2.243 -5.575
H -3.412 1.364 -4.162
C 3.751 9.675 3.876
C 4.081 8.214 3.592
C 4.600 7.986 2.169
C 3.580 8.392 1.182
N 2.780 8.700 0.417
H 2.951 10.039 3.229
H 3.414 9.795 4.907
H 4.627 10.311 3.730
H 3.188 7.608 3.760
H 4.837 7.874 4.303
H 4.834 6.931 2.019
H 5.510 8.563 1.996
C 2.325 -7.163 4.533
C 1.134 -7.379 5.458
C -0.198 -7.476 4.703
C -0.458 -6.222 3.957
N -0.670 -5.239 3.399
H 2.240 -6.221 3.989
H 3.251 -7.123 5.108
H 2.411 -7.969 3.808
H 1.087 -6.557 6.177
H 1.288 -8.297 6.029
H -1.016 -7.642 5.405
H -0.180 -8.309 3.999
C 0.556 -9.524 -1.424
C -0.716 -9.446 -0.586
C -0.884 -8.096 0.118
C 0.246 -7.853 1.035
N 1.126 -7.662 1.749
H 1.450 -9.421 -0.806
H 0.620 -10.489 -1.928
H 0.572 -8.741 -2.185
H -0.704 -10.249 0.155
H -1.579 -9.619 -1.232
H -1.812 -8.082 0.692
H -0.927 -7.285 -0.612
C -2.993 -0.260 -0.636
C -4.483 -0.588 -0.627
C -4.872 -1.647 -1.666
C -4.553 -1.175 -3.027
N -4.305 -0.805 -4.086
H -2.679 0.166 -1.590
H -2.762 0.471 0.136
H -2.394 -1.155 -0.446
H -5.049 0.329 -0.807
H -4.763 -0.948 0.366
H -5.942 -1.855 -1.609
H -4.336 -2.579 -1.480
*
```



[2]
This record from OMol25 describes 13 unconnected molecules or ions with the total composition C39H52O39 in a non-equilibrium geometry. The level of theory is ωB97M-V/def2-TZVPD.

- molecular weight (g mol⁻¹) = 1144.81
- HOMO-LUMO gap (eV) = 10.573
- LUMO level (eV) = 0.3
- electronic energy (Eh) = -4451.768367

```
! RIJCOSX wB97M-V def2-TZVPD def2/J DEFGRID3
* xyz 0 1
C -17.017 -13.546 -11.487
C -16.851 -14.580 -12.536
O -17.430 -14.032 -13.717
C -18.294 -13.012 -13.329
O -19.006 -12.383 -14.078
O -18.222 -12.891 -11.996
H -16.166 -12.849 -11.423
H -17.249 -13.852 -10.474
H -17.336 -15.516 -12.192
H -15.802 -14.779 -12.728
C -15.095 -7.808 -7.703
C -15.894 -8.288 -6.564
O -16.718 -7.196 -6.287
C -16.220 -6.082 -6.799
O -16.740 -4.987 -6.721
O -15.141 -6.343 -7.545
H -15.337 -8.062 -8.717
H -14.096 -8.146 -7.499
H -15.299 -8.579 -5.713
H -16.529 -9.134 -6.848
C -18.714 -10.639 -5.529
C -17.920 -11.924 -5.826
O -16.632 -11.681 -5.224
C -16.763 -10.736 -4.217
O -16.023 -10.477 -3.384
O -17.982 -10.155 -4.360
H -19.724 -10.896 -5.195
H -18.594 -9.876 -6.260
H -17.789 -12.071 -6.901
H -18.382 -12.807 -5.329
C -15.413 -11.255 -14.694
C -13.958 -11.305 -14.934
O -13.509 -10.109 -14.306
C -14.448 -9.752 -13.372
O -14.258 -8.928 -12.579
O -15.565 -10.434 -13.487
H -15.854 -12.251 -14.508
H -16.030 -10.845 -15.491
H -13.742 -11.296 -16.007
H -13.512 -12.145 -14.391
C -22.797 -6.037 -10.367
C -21.644 -5.767 -11.263
O -21.345 -7.030 -11.922
C -22.347 -7.907 -11.570
O -22.402 -9.051 -11.910
O -23.251 -7.302 -10.790
H -23.669 -5.335 -10.405
H -22.395 -6.159 -9.330
H -20.755 -5.462 -10.660
H -21.891 -5.016 -12.009
C -20.756 -8.726 -14.941
C -19.288 -8.566 -14.481
O -19.073 -7.136 -14.540
C -20.295 -6.540 -14.475
O -20.453 -5.369 -14.338
O -21.288 -7.471 -14.703
H -21.327 -9.464 -14.400
H -20.828 -8.972 -15.948
H -18.547 -8.887 -15.203
H -19.174 -8.978 -13.479
C -11.666 -9.578 -10.633
C -11.819 -10.764 -11.628
O -13.115 -11.363 -11.159
C -13.544 -10.757 -9.960
O -14.517 -11.130 -9.404
O -12.528 -9.896 -9.523
H -11.945 -8.612 -11.068
H -10.656 -9.555 -10.192
H -11.115 -11.542 -11.355
H -11.927 -10.419 -12.636
C -23.704 -9.471 -5.289
C -23.817 -7.955 -5.253
O -23.349 -7.658 -6.543
C -22.489 -8.616 -6.943
O -21.683 -8.482 -7.859
O -22.605 -9.708 -6.198
H -24.568 -10.054 -5.650
H -23.351 -9.911 -4.339
H -23.199 -7.546 -4.495
H -24.848 -7.642 -5.066
C -19.860 -6.574 -5.754
C -19.468 -5.388 -4.862
O -19.909 -5.797 -3.509
C -20.851 -6.721 -3.669
O -21.514 -7.185 -2.804
O -20.967 -7.097 -4.982
H -19.094 -7.325 -5.889
H -20.180 -6.166 -6.681
H -19.918 -4.433 -5.080
H -18.407 -5.229 -4.864
C -16.351 -4.318 -9.425
C -17.647 -3.616 -9.042
O -18.669 -4.671 -9.126
C -18.042 -5.828 -9.394
O -18.671 -6.851 -9.408
O -16.750 -5.654 -9.530
H -15.641 -4.179 -8.565
H -15.860 -4.039 -10.345
H -18.009 -2.671 -9.510
H -17.500 -3.387 -8.006
C -22.072 -14.192 -8.614
C -21.784 -14.152 -7.146
O -20.303 -14.109 -7.142
C -19.906 -14.511 -8.354
O -18.753 -14.454 -8.823
O -20.964 -14.820 -9.183
H -22.188 -13.166 -8.906
H -22.998 -14.754 -8.857
H -22.086 -15.013 -6.571
H -22.051 -13.230 -6.687
C -25.104 -10.824 -10.936
C -24.629 -10.924 -9.496
O -24.715 -12.339 -9.197
C -24.682 -13.042 -10.367
O -24.463 -14.173 -10.420
O -24.905 -12.212 -11.433
H -24.442 -10.135 -11.404
H -26.148 -10.557 -10.955
H -25.293 -10.291 -8.894
H -23.541 -10.732 -9.432
C -18.464 -9.904 -10.405
C -19.751 -10.092 -11.105
O -20.578 -10.781 -10.161
C -19.952 -10.852 -8.989
O -20.421 -11.425 -8.069
O -18.783 -10.288 -9.031
H -18.180 -8.885 -10.301
H -17.698 -10.586 -10.844
H -19.679 -10.661 -12.041
H -20.140 -9.112 -11.252
*
```